Below is C43H38Ge2IrN6S as an isolated structure, with properties calculated with the ωB97M-V functional and the def2-TZVPD basis.

XYZ file:
```
91
Properties=species:S:1:pos:R:3:forces:R:3
Ir 1.3528 -0.9422 0.5772 0.3 -1.3 -0.6
C -0.1331 -1.6060 4.6415 0.0 -0.1 0.0
C 0.5934 -1.0873 3.5652 0.0 0.1 0.2
N 0.4587 -1.5294 2.3259 -0.1 0.0 -0.2
C -0.4389 -2.5227 2.0766 -0.4 -0.6 0.2
C -1.1995 -3.1174 3.1130 0.3 0.3 -0.3
C -1.0170 -2.6324 4.4253 0.1 0.1 -0.1
C -2.1259 -4.1312 2.7840 0.1 0.1 -0.3
C -2.3456 -4.4608 1.4688 -0.1 -0.1 0.2
C -1.6166 -3.8692 0.4377 0.4 0.2 -0.1
C -0.5981 -2.9568 0.7163 -0.7 -0.6 0.9
N 0.2566 -2.3521 -0.1579 0.1 1.4 0.3
C 0.5227 -2.6595 -1.4590 0.3 -0.1 -1.3
C 0.1868 -3.8168 -2.1629 0.0 0.3 0.3
C 0.4628 -3.9320 -3.5247 0.0 -0.1 -0.1
C 1.0804 -2.9208 -4.2199 0.0 0.1 0.3
C 1.5579 -1.7827 -3.5319 -0.1 0.1 0.6
C 2.3313 -0.7741 -4.1436 0.0 0.1 0.2
C 2.8595 0.2290 -3.3692 -0.1 -0.2 -0.1
C 2.6079 0.2355 -1.9946 0.2 0.2 -0.2
N 1.8534 -0.6686 -1.3978 -0.2 -0.1 0.2
C 1.3150 -1.6712 -2.1402 -0.1 -0.5 -0.6
H 0.0145 -1.1896 5.6256 0.0 0.0 0.1
H 1.2971 -0.2808 3.7205 0.1 0.0 -0.1
H -1.5858 -3.0637 5.2364 0.0 0.0 0.1
H -2.6772 -4.6158 3.5735 -0.1 0.0 0.1
H -3.0943 -5.1961 1.2215 -0.1 -0.1 0.0
H -1.8712 -4.1144 -0.5801 0.0 0.0 -0.1
H -0.2418 -4.6582 -1.6471 -0.1 -0.1 0.0
H 0.1934 -4.8450 -4.0335 -0.1 0.0 0.0
H 1.2582 -3.0039 -5.2804 0.0 -0.1 -0.1
H 2.5187 -0.8180 -5.2059 0.0 0.0 -0.1
H 3.4837 0.9969 -3.7967 0.0 0.1 0.0
H 3.0459 0.9975 -1.3666 0.0 0.0 0.1
N 4.6806 1.0497 2.1353 0.0 -0.4 -0.1
C 3.9290 2.1998 2.0806 -0.9 0.3 -0.2
C 4.2091 3.5273 2.3816 0.0 0.0 0.0
C 3.1836 4.4363 2.2100 0.2 0.0 0.1
C 1.9150 4.0468 1.7634 -0.1 -0.2 -0.1
C 1.6356 2.7342 1.4490 0.0 -0.1 0.0
C 2.6588 1.8029 1.6058 0.4 0.8 0.3
N 2.6804 0.4469 1.3769 0.6 -0.3 0.1
C 3.9047 0.0313 1.7071 -0.1 0.4 0.0
C 4.2706 -1.3590 1.5973 1.0 -0.6 0.3
C 5.4240 -1.9954 1.9819 -0.5 0.1 -0.2
S 5.3340 -3.6664 1.6433 -0.5 0.4 -0.2
C 3.7644 -3.4264 1.0023 0.2 -0.4 0.0
N 3.3427 -2.1996 1.0402 -1.0 1.4 0.0
H 5.6437 0.9915 2.4335 -0.1 -0.1 0.0
H 5.1792 3.8364 2.7333 0.1 0.1 0.1
H 3.3595 5.4796 2.4256 0.0 0.0 0.1
H 1.1391 4.7902 1.6675 -0.1 0.1 0.0
H 0.6594 2.4246 1.0984 0.0 0.1 0.1
H 6.2928 -1.5739 2.4467 0.2 0.1 0.1
H 3.1900 -4.2396 0.5996 -0.1 -0.2 -0.1
C -4.1890 -1.0810 0.2980 0.0 0.4 -0.6
Ge -3.7155 -0.0707 -1.3617 0.4 -1.4 0.1
C -5.1201 1.2624 -1.8796 0.8 -0.1 0.3
C -3.1651 -1.3232 -2.8342 -0.5 0.5 0.4
Ge -1.2166 0.8048 -0.5609 -2.1 0.9 -0.7
C -0.7144 1.9854 -2.1376 0.7 -0.8 1.6
C -1.4738 2.0889 -3.2936 -0.3 -0.3 0.1
C -1.0839 2.9520 -4.3042 0.0 0.0 -0.1
C 0.0802 3.6934 -4.1770 0.0 0.0 -0.2
C 0.8455 3.5871 -3.0283 0.2 -0.1 0.1
C 0.4630 2.7153 -2.0214 0.0 0.4 -0.2
C -2.0123 1.8980 0.9567 1.6 -0.7 -0.5
C -1.6383 1.6529 2.2714 0.0 0.2 0.1
C -2.1056 2.4712 3.2881 0.0 -0.3 0.1
C -2.9686 3.5127 2.9914 0.0 0.1 0.1
C -3.3478 3.7504 1.6803 -0.3 -0.1 -0.1
C -2.8841 2.9358 0.6573 0.2 0.1 -0.1
H -5.0689 -1.6871 0.0964 -0.2 0.0 0.0
H -4.4255 -0.3964 1.1072 0.0 0.1 0.1
H -3.3822 -1.7363 0.6158 0.1 0.0 -0.1
H -5.9112 0.7045 -2.3780 0.0 -0.2 0.0
H -4.7576 2.0291 -2.5607 0.1 0.0 0.0
H -5.5326 1.7374 -0.9922 0.1 0.0 0.1
H -4.0540 -1.8457 -3.1783 -0.1 -0.1 -0.1
H -2.4436 -2.0542 -2.4791 0.1 0.0 0.2
H -2.7331 -0.7984 -3.6811 0.0 0.1 0.0
H -2.3796 1.5085 -3.4158 0.0 0.0 0.0
H -1.6906 3.0370 -5.1929 0.0 0.0 -0.1
H 0.3983 4.3361 -4.9852 0.0 0.1 0.0
H 1.7459 4.1707 -2.9129 0.1 0.1 -0.1
H 1.0793 2.6156 -1.1384 0.0 0.1 0.1
H -0.9522 0.8458 2.4975 0.0 0.0 0.0
H -1.7967 2.2928 4.3074 0.0 0.0 0.1
H -3.3556 4.1347 3.7855 0.0 0.1 0.0
H -4.0172 4.5646 1.4483 -0.1 0.1 0.0
H -3.1781 3.1281 -0.3647 0.0 0.1 -0.2
```
Positions in Å, forces in eV/Å.

Computed properties:
LUMO (alpha / beta), eV: -10.9 / -10.9
HOMO level (alpha / beta), eV: -14.832 / -14.807
Total charge: +3
Gap between HOMO and LUMO (alpha / beta), eV: 3.97 / 3.94
Energy, eV: -180831.508
Molecular weight, g mol⁻¹: 1008.32
2S+1: 1

Below is a 2-piece molecular cluster, C5H7NO overall, with properties calculated with the ωB97M-V functional and the def2-TZVPD basis.

XYZ file:
```
14
Properties=species:S:1:pos:R:3:forces:R:3
C -1.6041 0.6398 -0.4621 -0.7 1.0 -0.3
C 1.9972 -0.6429 -0.3877 1.8 2.8 0.4
C 1.6985 0.3085 0.4742 -2.1 -0.7 1.4
C -1.7764 -0.8622 -0.2438 -1.1 0.4 0.4
C -0.3652 0.1861 1.1415 4.7 0.6 3.4
N -0.9042 1.2202 0.4486 -1.1 -0.2 -2.7
O -0.9311 -1.0290 0.9029 -0.1 -0.1 -0.3
H -2.0243 1.2474 -1.2761 -0.1 -0.5 0.4
H 2.9099 -0.6074 -0.9714 0.4 -0.2 0.3
H 1.2704 -1.2020 -0.7991 -2.5 -2.3 -1.1
H 2.4560 0.9977 0.9038 -0.9 -0.2 -0.2
H -2.8985 -1.1285 0.0470 2.3 0.4 -0.8
H -1.3726 -1.4790 -1.0625 -0.6 0.1 0.2
H -0.2212 0.4661 2.2274 -0.1 -1.0 -1.1
```
Positions in Å, forces in eV/Å.

Computed properties:
LUMO, eV: 0.6
HOMO level, eV: -8.357
Gap between HOMO and LUMO, eV: 8.98
Energy above the lowest of the compared OMol25 structures with the same formula, charge and spin, kcal per mole: 106.2
Energy, eV: -8831.598
Molecular weight, g mol⁻¹: 97.12
2S+1: 1

Below is C6H13P as an isolated structure, with properties calculated with the ωB97M-V functional and the def2-TZVPD basis.

XYZ file:
```
20
Properties=species:S:1:pos:R:3:forces:R:3
C 0.2931 -0.1135 -1.5805 -0.3 0.3 0.1
C 0.3102 0.4284 -0.2024 1.9 -2.0 -1.3
C -0.9313 -0.8506 -2.0873 0.1 0.0 0.1
C 1.0296 1.7073 0.0603 0.1 0.1 0.0
C 0.0607 -0.2320 2.2619 -0.1 0.0 -0.2
C -0.5452 -0.1764 0.8596 0.0 -0.2 0.2
P 1.8503 -1.1812 -1.1674 -1.0 2.0 0.8
H 0.6074 0.6446 -2.2996 0.1 0.0 0.1
H -0.8169 -1.0600 -3.1486 0.0 -0.1 0.0
H -1.8219 -0.2377 -1.9580 -0.2 0.0 0.0
H -1.0816 -1.7964 -1.5692 0.0 0.0 0.0
H 1.6795 1.6563 0.9341 -0.1 0.0 0.0
H 0.3003 2.5042 0.2338 -0.1 0.1 0.1
H 1.6320 1.9895 -0.7994 0.1 0.0 0.0
H 0.2903 0.7617 2.6345 0.0 0.1 0.1
H 0.9755 -0.8184 2.2507 0.1 -0.1 0.0
H -0.6459 -0.6971 2.9462 0.0 0.0 0.1
H -1.4698 0.4155 0.9021 -0.1 0.0 0.0
H -0.8199 -1.1884 0.5616 -0.1 0.1 0.0
H 1.0924 -2.1994 -0.5923 -0.4 -0.4 0.2
```
Positions in Å, forces in eV/Å.

Computed properties:
LUMO, eV: 0.5
HOMO level, eV: -7.450
Gap between HOMO and LUMO, eV: 7.94
Energy above the lowest of the compared OMol25 structures with the same formula, charge and spin, kcal per mole: 25.4
Energy, eV: -15719.891
Molecular weight, g mol⁻¹: 116.14
2S+1: 1

Below is a 2-piece molecular cluster, C5H9NO overall, with properties calculated with the ωB97M-V functional and the def2-TZVPD basis.

XYZ file:
```
16
Properties=species:S:1:pos:R:3:forces:R:3
O 1.0414 -0.2113 -0.5276 0.1 -0.1 0.0
C 0.5943 -0.2072 0.7983 -0.1 0.0 0.2
C 0.2381 1.1390 1.3334 -0.1 0.1 0.0
C 1.4802 0.4293 1.8227 0.2 -0.1 0.1
H 1.2643 -1.1212 -0.7673 0.0 0.2 0.0
H -0.0226 -1.0604 1.0862 0.1 0.2 -0.1
H 0.3709 1.9758 0.6522 0.0 -0.1 0.1
H -0.6061 1.2242 2.0117 0.1 0.0 -0.1
H 2.4302 0.7925 1.4425 -0.1 0.0 0.1
H 1.4948 0.0384 2.8362 0.0 0.1 -0.2
C -1.6519 -0.0894 -1.8161 -0.1 0.0 0.0
C -0.9813 -1.3880 -1.8670 0.3 -0.9 -0.1
N -0.4595 -2.4201 -1.9129 -0.6 1.0 0.0
H -1.7829 0.2234 -0.7744 0.0 -0.1 -0.2
H -1.0414 0.6615 -2.3236 -0.1 -0.2 0.1
H -2.6262 -0.1611 -2.3079 0.1 0.0 0.1
```
Positions in Å, forces in eV/Å.

Computed properties:
LUMO, eV: 0.9
HOMO level, eV: -9.680
Gap between HOMO and LUMO, eV: 10.56
Energy above the lowest of the compared OMol25 structures with the same formula, charge and spin, kcal per mole: 49.9
Energy, eV: -8867.047
Molecular weight, g mol⁻¹: 99.13
2S+1: 1
SMILES: OC1CC1.CC#N

Below is a 2-piece molecular cluster, C3H7FNO overall, with properties calculated with the ωB97M-V functional and the def2-TZVPD basis.

XYZ file:
```
13
Properties=species:S:1:pos:R:3:forces:R:3
C -0.3871 -0.9058 2.5884 0.8 -0.5 0.4
C 0.7827 -0.1735 -2.2746 -1.3 0.7 0.4
C -0.1192 1.4981 -0.6618 1.3 -3.0 -0.9
N -0.6148 -0.1999 1.5708 -2.0 1.8 -0.5
O -0.3048 0.6315 -1.5302 -0.5 0.5 -0.3
F 1.0563 1.7083 -0.2475 0.3 0.8 0.2
H 0.6760 -1.1307 2.7698 -0.5 -0.3 0.0
H -1.1062 -1.3343 3.3037 0.0 0.5 -0.3
H 1.6324 -0.1100 -1.6147 0.4 -0.4 -0.3
H 0.8496 0.4006 -3.2074 0.3 -0.5 0.3
H -0.9502 1.9533 -0.2157 -1.0 1.1 0.6
H 0.2869 -1.1573 -2.3805 0.6 0.6 0.1
H -1.6285 0.1591 1.5061 1.5 -1.3 0.3
```
Positions in Å, forces in eV/Å.

Computed properties:
LUMO, eV: -5.2
HOMO level, eV: -14.143
Total charge: +1
Gap between HOMO and LUMO, eV: 8.97
Energy above the lowest of the compared OMol25 structures with the same formula, charge and spin, kcal per mole: 55.1
Energy, eV: -9469.925
Molecular weight, g mol⁻¹: 92.09
2S+1: 1

Below is a 2-piece molecular cluster, C4H8O2 overall, with properties calculated with the ωB97M-V functional and the def2-TZVPD basis.

XYZ file:
```
14
Properties=species:S:1:pos:R:3:forces:R:3
O -0.8004 2.0196 -1.8051 0.2 -0.2 0.5
C -0.5202 1.6548 -0.6888 -0.1 0.1 -0.2
C -1.4786 0.8961 0.2078 -0.3 0.2 -0.1
O -0.8998 -0.0095 1.1082 0.0 0.2 0.4
H 0.4685 1.9015 -0.2390 -0.1 -0.1 0.0
H -1.9974 1.6504 0.8143 -0.1 0.1 -0.2
H -2.2285 0.4184 -0.4373 0.1 0.0 0.1
H 0.0383 -0.1688 0.9211 -0.4 0.1 -0.1
C 1.7173 -1.2608 0.4507 0.1 -0.2 -0.3
C 0.7454 -1.5206 -0.4221 0.3 -0.1 0.0
H 2.4296 -0.4553 0.2915 0.0 -0.1 0.0
H 1.8214 -1.8377 1.3667 0.0 0.1 -0.2
H 0.6049 -0.9258 -1.3237 0.1 -0.1 0.1
H 0.0078 -2.2995 -0.2456 0.2 0.1 0.0
```
Positions in Å, forces in eV/Å.

Computed properties:
LUMO, eV: 0.9
HOMO level, eV: -9.972
Gap between HOMO and LUMO, eV: 10.90
Energy above the lowest of the compared OMol25 structures with the same formula, charge and spin, kcal per mole: 59.9
Energy, eV: -8370.686
Molecular weight, g mol⁻¹: 88.11
2S+1: 1
SMILES: O=CCO.C=C

Below is a 14-piece molecular cluster, C6H37NO14 overall, with properties calculated with the ωB97M-V functional and the def2-TZVPD basis.

XYZ file:
```
58
Properties=species:S:1:pos:R:3:forces:R:3
C 0.1883 -0.4532 -1.9465 -0.1 0.4 -0.8
C -1.2611 -0.9804 -2.4230 2.6 1.5 1.2
C -2.1861 0.1755 -2.3865 -0.7 -3.0 0.8
C -3.4615 -0.0521 -2.1636 -0.4 2.1 -0.4
C 0.2156 -0.5735 -0.4569 2.0 -1.6 2.9
N 1.3238 -0.7840 0.3959 1.3 -0.3 -3.0
C 2.7004 -1.2881 0.0312 -0.6 0.8 -1.1
O -0.8497 -0.5889 0.1605 -1.0 0.8 0.1
H 0.9618 -1.1187 -2.4204 -0.4 1.1 0.4
H 0.3267 0.7083 -2.1755 -0.2 -2.8 0.1
H -1.1259 -1.3778 -3.3805 0.1 -0.7 -1.6
H -1.5572 -1.7515 -1.7319 -0.2 -0.3 -0.2
H -1.7000 1.0818 -2.2603 0.3 2.1 -0.2
H -3.9808 -0.9729 -2.1868 0.0 -1.0 0.0
H -4.0531 0.8268 -2.0159 -0.7 0.3 0.1
H 1.1573 -1.0352 1.3561 -1.0 0.2 -0.2
H 2.8836 -1.2159 -1.0774 -0.4 -0.4 1.1
H 2.8835 -2.3046 0.4328 -0.4 0.4 -0.5
H 3.4663 -0.6479 0.4624 -0.1 0.2 0.2
H 2.1880 1.6481 4.3618 -0.6 -0.3 0.6
H 1.8663 3.0516 3.6893 0.1 -0.7 0.4
O 2.5550 2.4217 3.9649 0.7 1.1 -0.7
H -2.7614 3.7976 -2.6747 2.6 0.7 -0.3
H -1.8457 4.4967 -1.6013 0.7 -1.3 -3.6
O -1.7878 4.1364 -2.6196 -3.2 0.6 3.8
H 1.8743 -3.1996 2.3345 -1.2 0.2 -0.2
H 0.4589 -3.0999 2.9153 -0.2 -0.1 0.5
O 0.9361 -2.9952 2.0968 1.5 -0.1 0.2
H 1.3455 2.9699 -3.5431 2.6 1.0 -0.9
H 0.0435 3.2432 -3.0047 -1.7 1.0 0.2
O 0.5279 2.5640 -3.4406 -1.3 -1.5 0.2
H -1.3737 0.5015 1.6259 -0.6 -0.4 0.3
H -2.7383 -0.0328 1.8664 -2.1 -2.7 -0.9
O -2.2201 0.6779 2.0803 1.8 2.3 0.5
H -1.8398 2.1909 3.0504 0.0 0.7 -0.5
H -1.9226 3.0785 1.7581 0.5 -0.1 2.1
O -1.5750 3.0693 2.7024 -0.4 0.1 -1.4
H 1.1575 0.8001 3.1772 -0.8 0.8 -1.4
H 0.1791 1.5619 2.0859 0.8 0.4 0.4
O 0.2775 0.8540 2.7332 0.7 -1.0 1.1
H -0.9086 2.5108 -0.2004 1.6 2.3 -0.5
H 0.1524 3.2631 -1.1002 0.0 -0.2 0.0
O -0.3643 3.3862 -0.2987 -1.5 -2.3 0.8
H 0.5854 -0.9621 3.4953 2.1 -1.5 1.4
H 0.6017 -0.8105 4.9395 2.3 -1.9 -1.1
O 1.2106 -1.3323 4.2575 -4.5 3.5 0.0
H 2.4968 0.7897 -2.8498 -0.3 -0.2 -0.7
H 1.9430 1.9947 -2.0932 -1.4 0.9 -0.3
O 2.5934 1.3337 -2.0817 2.3 -0.9 1.2
H 2.8128 -3.5570 -2.1202 -0.3 0.1 -1.0
H 1.3256 -3.7540 -2.1996 2.0 0.7 -2.0
O 2.1351 -3.5028 -2.8349 -1.9 -0.8 3.3
H -1.9002 -1.9706 0.1694 -0.2 -1.9 0.0
H -2.7532 -3.0406 0.8618 -1.4 -0.4 1.5
O -2.1382 -2.9665 0.1738 1.3 2.2 -1.4
H 0.4657 -3.2584 0.1679 1.4 5.5 3.2
H -0.5841 -4.0137 -0.2976 -0.3 -0.6 -0.2
O 0.3782 -4.0416 -0.2084 -1.0 -5.3 -3.7
```
Positions in Å, forces in eV/Å.

Computed properties:
LUMO, eV: -0.1
HOMO level, eV: -9.696
Gap between HOMO and LUMO, eV: 9.60
Energy above the lowest of the compared OMol25 structures with the same formula, charge and spin, kcal per mole: 125.2
Energy, eV: -36974.366
Molecular weight, g mol⁻¹: 347.36
2S+1: 1

- Among the records above, which one has the lowest energy?
  C43H38Ge2IrN6S

- molecular weight of number 4 (C5H9NO)?
  99.13 g mol⁻¹

- What is the formula in the sixth record?
  C4H8O2

- Number 7 is which compound?
  C6H37NO14